Entry 1:
{"formula": "C49H120F3N8O23S2Zr", "method": "ωB97M-V/def2-TZVPD", "symbols": ["Zr", "S", "O", "O", "O", "O", "C", "F", "F", "F", "S", "O", "O", "O", "C", "O", "C", "C", "N", "C", "C", "O", "C", "H", "H", "H", "H", "H", "H", "H", "H", "H", "H", "H", "H", "H", "H", "H", "C", "O", "C", "C", "N", "C", "C", "O", "C", "H", "H", "H", "H", "H", "H", "H", "H", "H", "H", "H", "H", "H", "H", "H", "C", "O", "C", "C", "N", "C", "C", "O", "C", "H", "H", "H", "H", "H", "H", "H", "H", "H", "H", "H", "H", "H", "H", "H", "C", "O", "C", "C", "N", "C", "C", "O", "C", "H", "H", "H", "H", "H", "H", "H", "H", "H", "H", "H", "H", "H", "H", "H", "C", "O", "C", "C", "N", "C", "C", "O", "C", "H", "H", "H", "H", "H", "H", "H", "H", "H", "H", "H", "H", "H", "H", "H", "C", "O", "C", "C", "N", "C", "C", "O", "C", "H", "H", "H", "H", "H", "H", "H", "H", "H", "H", "H", "H", "H", "H", "H", "C", "O", "C", "C", "N", "C", "C", "O", "C", "H", "H", "H", "H", "H", "H", "H", "H", "H", "H", "H", "H", "H", "H", "H", "C", "O", "C", "C", "N", "C", "C", "O", "C", "H", "H", "H", "H", "H", "H", "H", "H", "H", "H", "H", "H", "H", "H", "H"], "coordinates": [[-21.712, -19.023, -24.016], [-19.896, -19.304, -26.119], [-19.010, -18.258, -26.505], [-19.841, -19.521, -24.636], [-21.406, -18.842, -26.094], [-19.804, -20.526, -26.860], [-18.629, -19.751, -21.144], [-17.990, -19.653, -22.386], [-19.127, -20.999, -21.115], [-17.648, -19.696, -20.247], [-19.898, -18.368, -20.838], [-19.142, -17.171, -20.734], [-20.657, -18.366, -22.146], [-20.723, -18.756, -19.740], [-22.841, -17.292, -13.726], [-23.328, -16.031, -14.237], [-22.199, -15.371, -14.824], [-22.767, -14.195, -15.651], [-22.274, -12.933, -15.286], [-22.753, -12.359, -14.041], [-23.613, -11.108, -14.180], [-24.148, -10.772, -12.903], [-25.199, -9.877, -12.969], [-22.083, -17.820, -14.358], [-23.706, -17.995, -13.483], [-22.273, -17.043, -12.809], [-21.629, -16.080, -15.438], [-21.552, -15.061, -13.984], [-23.827, -14.225, -15.714], [-22.372, -14.271, -16.653], [-21.400, -12.617, -15.655], [-21.885, -12.240, -13.345], [-23.358, -13.067, -13.560], [-24.387, -11.442, -14.877], [-23.128, -10.136, -14.518], [-24.841, -8.890, -13.175], [-25.563, -9.817, -11.934], [-26.000, -10.121, -13.700], [-16.929, -18.767, -17.036], [-18.304, -18.633, -17.197], [-18.887, -17.340, -16.949], [-18.785, -16.952, -15.446], [-18.994, -17.991, -14.508], [-18.685, -17.668, -13.127], [-18.549, -18.909, -12.325], [-17.474, -19.706, -12.832], [-16.260, -18.952, -12.976], [-16.620, -19.588, -16.395], [-16.447, -17.866, -16.595], [-16.449, -18.907, -17.995], [-19.926, -17.556, -17.223], [-18.523, -16.560, -17.618], [-19.526, -16.165, -15.363], [-17.824, -16.508, -15.220], [-18.357, -18.774, -14.767], [-19.613, -17.219, -12.734], [-17.922, -16.944, -13.063], [-19.486, -19.488, -12.461], [-18.424, -18.599, -11.256], [-15.446, -19.630, -13.258], [-16.004, -18.400, -12.079], [-16.411, -18.196, -13.773], [-22.524, -21.341, -13.895], [-21.891, -20.596, -14.851], [-20.659, -21.093, -15.435], [-20.860, -22.209, -16.488], [-21.755, -21.762, -17.643], [-21.408, -22.248, -18.911], [-21.764, -23.743, -19.217], [-21.961, -23.766, -20.628], [-21.946, -25.064, -21.155], [-22.971, -22.342, -14.216], [-23.380, -20.764, -13.578], [-21.900, -21.569, -13.018], [-20.058, -21.472, -14.600], [-20.061, -20.263, -15.851], [-21.278, -23.192, -16.029], [-19.851, -22.362, -16.865], [-21.677, -20.706, -17.731], [-20.298, -22.180, -19.203], [-21.988, -21.743, -19.650], [-22.649, -24.096, -18.667], [-20.998, -24.458, -18.840], [-22.878, -25.591, -20.838], [-21.005, -25.625, -20.955], [-21.875, -24.988, -22.236], [-16.850, -16.977, -24.173], [-17.880, -16.224, -24.653], [-17.753, -15.507, -25.847], [-16.695, -14.391, -25.874], [-16.878, -13.205, -25.057], [-16.865, -13.502, -23.630], [-16.780, -12.233, -22.766], [-18.080, -11.680, -22.633], [-18.060, -10.280, -22.429], [-17.130, -17.597, -23.339], [-16.034, -16.365, -23.785], [-16.525, -17.646, -24.931], [-18.721, -15.098, -26.084], [-17.431, -16.238, -26.589], [-16.591, -14.116, -26.920], [-15.733, -14.738, -25.544], [-17.702, -12.662, -25.208], [-16.016, -14.128, -23.385], [-17.750, -14.106, -23.329], [-16.140, -11.507, -23.337], [-16.269, -12.509, -21.832], [-17.243, -9.896, -21.831], [-18.900, -9.994, -21.804], [-18.032, -9.704, -23.376], [-27.037, -17.297, -21.995], [-25.744, -17.822, -22.167], [-25.086, -17.982, -20.915], [-23.588, -18.153, -21.204], [-23.315, -19.206, -22.222], [-22.998, -20.454, -21.619], [-23.107, -21.539, -22.680], [-22.117, -21.168, -23.713], [-21.539, -22.275, -24.497], [-27.046, -16.235, -21.688], [-27.521, -17.859, -21.205], [-27.722, -17.324, -22.897], [-25.491, -18.861, -20.384], [-25.243, -17.186, -20.257], [-22.980, -18.376, -20.354], [-23.238, -17.161, -21.502], [-24.137, -19.302, -22.790], [-23.676, -20.715, -20.811], [-22.029, -20.463, -21.227], [-24.087, -21.556, -23.184], [-22.767, -22.531, -22.316], [-20.972, -22.894, -23.793], [-20.957, -21.684, -25.138], [-22.339, -22.752, -25.039], [-20.491, -14.040, -22.058], [-21.513, -14.364, -22.993], [-21.035, -14.557, -24.314], [-20.990, -16.043, -24.631], [-22.091, -16.840, -23.962], [-23.464, -16.333, -24.365], [-24.019, -17.315, -25.437], [-23.745, -18.727, -25.001], [-24.212, -19.640, -26.072], [-21.055, -13.851, -21.099], [-19.881, -13.191, -22.371], [-19.815, -14.898, -21.868], [-19.978, -14.164, -24.406], [-21.745, -14.092, -24.985], [-20.068, -16.566, -24.195], [-21.121, -16.288, -25.686], [-22.013, -16.400, -23.036], [-23.297, -15.357, -24.799], [-24.114, -16.215, -23.541], [-23.601, -17.164, -26.456], [-25.103, -17.324, -25.577], [-25.277, -19.846, -25.842], [-23.532, -20.462, -26.068], [-24.123, -19.085, -26.988], [-15.283, -15.834, -20.900], [-15.846, -14.927, -19.979], [-16.176, -15.666, -18.745], [-16.540, -14.569, -17.721], [-17.902, -14.058, -17.845], [-18.150, -13.347, -19.100], [-19.565, -12.831, -19.104], [-19.888, -12.088, -17.916], [-19.135, -10.964, -17.615], [-15.924, -16.604, -21.278], [-14.408, -16.326, -20.548], [-15.012, -15.157, -21.733], [-15.290, -16.208, -18.475], [-16.947, -16.387, -18.915], [-15.747, -13.748, -17.704], [-16.413, -15.024, -16.699], [-18.199, -13.461, -17.057], [-18.046, -14.022, -19.936], [-17.497, -12.439, -19.238], [-20.345, -13.606, -19.225], [-19.707, -12.144, -19.877], [-19.212, -10.148, -18.419], [-18.061, -11.144, -17.515], [-19.540, -10.489, -16.618], [-27.143, -21.831, -22.337], [-26.104, -21.937, -21.400], [-26.554, -22.277, -20.088], [-25.417, -22.542, -19.152], [-24.595, -21.447, -18.655], [-25.291, -20.510, -17.719], [-24.244, -19.602, -17.043], [-23.820, -18.638, -17.978], [-23.053, -17.617, -17.445], [-28.011, -21.243, -21.913], [-27.503, -22.799, -22.618], [-26.685, -21.199, -23.135], [-27.205, -23.146, -20.148], [-27.131, -21.443, -19.720], [-24.675, -23.189, -19.756], [-25.873, -23.068, -18.275], [-23.804, -21.819, -18.120], [-25.813, -21.080, -16.954], [-25.977, -19.853, -18.305], [-23.426, -20.144, -16.516], [-24.848, -19.060, -16.278], [-22.722, -16.967, -18.254], [-22.167, -18.033, -16.970], [-23.584, -17.108, -16.617]], "forces_ev_per_angstrom": [[0.66, 0.23, 0.78], [0.01, 0.29, -2.80], [-0.35, 0.21, 0.09], [0.71, -0.77, 2.59], [-0.10, 0.12, 0.28], [-0.23, -0.10, 0.48], [1.70, -0.71, -1.42], [-1.40, 0.44, 1.65], [-0.54, 0.77, 0.09], [-0.53, 0.35, 0.15], [0.10, -0.22, -1.24], [0.60, 0.32, 0.19], [-0.16, -0.79, -0.46], [-0.04, -0.53, 0.07], [-0.45, -0.26, 0.92], [0.92, -1.77, -0.58], [-1.27, 0.13, 0.49], [2.46, -0.52, -0.62], [-1.00, 1.97, 0.95], [2.49, 0.97, 0.09], [0.43, 1.04, 0.27], [0.39, -1.52, -0.56], [-0.74, 0.25, 0.86], [-0.84, 0.44, -0.10], [1.11, 1.12, -0.36], [-0.35, -0.38, 0.03], [-0.14, 0.08, -0.05], [0.05, 0.31, -0.43], [-1.01, -0.18, 0.24], [-0.21, -0.67, -0.70], [0.12, -0.10, -0.05], [-0.65, 0.40, -0.30], [-1.04, -1.14, 0.68], [-0.32, 0.56, -0.12], [-0.11, -1.43, -0.32], [0.30, 0.93, -0.54], [-0.46, -0.11, -0.41], [0.38, -0.17, 0.47], [1.19, 1.20, 0.19], [-0.44, -0.05, 0.03], [-0.27, -1.50, 0.95], [0.11, 1.02, -1.35], [0.42, -2.51, -0.47], [-3.18, 0.33, -0.63], [0.50, -0.22, 0.21], [0.43, 0.07, 0.53], [-0.69, -0.07, -0.76], [-0.43, -0.38, 0.18], [-0.37, -0.25, -0.14], [0.17, -0.14, -0.44], [-0.02, 0.38, 0.20], [0.18, 0.05, 0.24], [-0.15, 0.33, 0.42], [0.66, 0.65, -0.32], [-0.80, 0.57, 0.12], [0.34, 0.40, 0.14], [1.29, 0.86, 0.43], [0.66, 0.10, 0.26], [0.11, -0.61, -0.59], [-0.37, 0.10, 0.14], [0.09, -0.04, 0.44], [0.41, -0.36, 0.17], [-0.86, -2.05, 0.72], [1.33, 0.88, -1.90], [-0.81, -0.62, 0.67], [-1.25, -0.10, -0.07], [0.74, 1.91, 2.38], [1.78, -2.50, -1.61], [0.16, 0.47, 1.02], [0.64, -0.19, 0.55], [0.08, -0.71, -0.26], [0.72, 1.00, -0.12], [-0.20, 0.28, 0.28], [0.09, 0.17, -0.10], [0.12, -0.27, -0.14], [-0.78, -0.03, 0.02], [0.72, 1.70, -0.80], [0.22, -0.48, -0.14], [-0.14, -1.59, 0.46], [-1.25, 0.29, 0.46], [-0.24, 0.67, -0.36], [-0.37, 0.41, -0.28], [0.08, 0.44, -0.77], [0.84, -0.08, -0.31], [-0.67, 0.21, 0.68], [-0.63, 0.18, -0.31], [1.25, 0.04, 0.36], [-2.46, 1.13, 1.17], [1.84, -0.40, -0.03], [-0.67, 0.34, 0.13], [0.31, -0.08, 0.82], [-0.57, 0.19, 0.57], [0.79, -0.28, -1.62], [0.27, 0.28, 0.45], [-0.17, 0.61, -0.02], [-0.78, -0.07, 0.31], [0.36, 0.07, -0.27], [0.81, -0.71, -0.87], [-0.45, 0.02, -0.18], [-0.28, 0.05, -0.58], [0.05, 0.21, -0.17], [0.52, -0.70, -0.11], [-0.64, 0.18, -0.73], [0.39, -0.08, -0.16], [0.34, 0.32, 0.12], [-0.33, -0.55, 0.58], [-0.51, 0.41, 0.24], [0.79, -0.44, 0.10], [-0.63, -0.09, -0.39], [-0.25, -0.42, 0.32], [-1.44, 0.60, -0.22], [0.27, 0.36, -0.51], [0.72, -2.41, -0.65], [-0.49, 0.74, -0.49], [0.27, 1.88, -0.71], [-1.66, -2.39, -0.41], [0.79, -0.31, -0.06], [-0.59, 0.30, 0.21], [-0.68, 0.99, 1.37], [0.37, -0.28, 0.01], [-0.40, -0.13, 0.20], [1.33, -0.42, 0.65], [0.10, -0.03, -0.28], [-0.14, 1.66, 0.87], [-0.07, -0.33, 0.85], [0.15, -0.14, -0.54], [-0.86, -0.02, -0.13], [-0.27, -0.01, 0.36], [1.60, 0.20, 0.59], [0.20, -0.23, 0.38], [-0.64, 0.67, 0.04], [-0.17, -0.05, -0.44], [1.40, -0.23, -1.32], [-0.16, -0.49, -0.01], [-0.36, -0.52, 1.54], [0.08, -0.04, -0.48], [0.85, -0.28, 0.57], [0.94, -2.41, 0.41], [-1.29, 2.59, 0.78], [0.92, -1.44, -2.18], [-0.08, -0.48, 0.25], [-0.02, 0.94, -0.75], [-0.66, 1.30, 1.27], [0.80, 0.05, -1.10], [-0.26, 0.14, 0.06], [-0.26, 0.23, -0.17], [-1.24, -0.16, -0.23], [0.17, 0.57, -0.23], [-0.75, 1.10, -1.04], [0.65, 0.33, -0.14], [0.11, -0.69, 0.33], [-0.41, 0.17, -0.27], [-0.58, -0.27, 1.02], [0.28, -0.18, 0.80], [0.01, 0.55, 0.36], [0.76, -0.29, -0.26], [0.05, -0.80, -0.10], [0.04, -0.14, -0.56], [0.13, 2.03, -1.33], [-0.45, -1.87, 1.17], [0.47, 2.95, -0.72], [0.82, -0.21, 1.54], [0.07, 0.08, -0.22], [-0.20, 0.72, 0.65], [-0.45, -0.07, 1.43], [-0.60, -1.04, 0.62], [-0.41, 2.47, 0.38], [-0.99, -0.40, -0.06], [1.00, -0.26, 0.63], [0.14, -0.73, 0.09], [0.60, -0.20, 0.51], [-0.83, -0.30, -0.27], [-0.76, -0.89, -0.55], [-0.41, 0.27, -0.78], [0.48, -0.58, -0.55], [0.33, -0.06, -0.27], [-0.06, -0.90, -0.05], [0.58, 0.23, 0.57], [-0.03, 1.02, -1.85], [-0.11, -0.97, 0.87], [0.04, -0.22, 0.23], [0.75, -1.07, -1.93], [-0.01, 2.12, 0.55], [0.61, -0.11, 0.63], [0.12, 0.73, -0.57], [1.58, -1.42, 0.01], [-0.70, 1.10, 0.11], [1.45, -0.09, -1.25], [-1.66, 0.29, 0.70], [-0.28, -0.86, -1.09], [0.44, 0.14, 1.14], [0.69, -0.48, -0.38], [-0.20, -0.59, -0.64], [-0.75, -0.85, 0.04], [-0.04, -0.26, 0.10], [-0.59, 0.42, 0.23], [-1.19, 0.37, 1.19], [0.34, -0.24, -0.62], [-0.15, -0.06, -0.34], [-0.41, 0.04, 0.24], [0.26, -0.53, 0.63], [-0.43, 0.35, -0.57], [0.53, -0.20, 0.05], [-0.22, 0.20, 0.12], [0.47, -0.08, 0.06], [0.01, 0.27, -0.53]], "lowdin_charge": [1.94, 0.36, -0.23, -0.44, -0.45, -0.25, -0.56, 0.08, 0.12, 0.14, 0.54, -0.24, -0.45, -0.25, -0.11, -0.21, -0.21, -0.21, -0.08, -0.20, -0.21, -0.20, -0.15, 0.07, 0.10, 0.08, 0.08, 0.13, 0.11, 0.11, 0.10, 0.13, 0.10, 0.12, 0.14, 0.07, 0.09, 0.10, -0.13, -0.21, -0.15, -0.22, -0.04, -0.25, -0.21, -0.20, -0.09, 0.09, 0.09, 0.07, 0.10, 0.09, 0.10, 0.09, 0.11, 0.12, 0.09, 0.13, 0.14, 0.10, 0.09, 0.07, -0.15, -0.23, -0.17, -0.14, -0.07, -0.24, -0.20, -0.24, -0.11, 0.10, 0.08, 0.09, 0.12, 0.11, 0.14, 0.11, 0.13, 0.14, 0.07, 0.12, 0.13, 0.11, 0.10, 0.07, -0.11, -0.23, -0.20, -0.19, -0.05, -0.21, -0.20, -0.21, -0.11, 0.07, 0.07, 0.09, 0.11, 0.12, 0.12, 0.11, 0.10, 0.09, 0.11, 0.14, 0.12, 0.08, 0.08, 0.10, -0.11, -0.20, -0.17, -0.12, -0.11, -0.20, -0.08, -0.37, 0.04, 0.10, 0.08, 0.11, 0.12, 0.11, 0.08, 0.11, 0.10, 0.12, 0.08, 0.13, 0.13, 0.12, 0.04, 0.11, -0.07, -0.19, -0.18, -0.15, -0.18, -0.09, -0.09, -0.38, 0.00, 0.10, 0.08, 0.09, 0.13, 0.12, 0.14, 0.12, 0.10, 0.12, 0.10, 0.14, 0.13, 0.12, 0.08, 0.09, -0.11, -0.21, -0.17, -0.19, -0.04, -0.21, -0.20, -0.22, -0.15, 0.07, 0.08, 0.09, 0.11, 0.09, 0.14, 0.11, 0.12, 0.11, 0.13, 0.12, 0.09, 0.10, 0.07, 0.12, -0.11, -0.22, -0.22, -0.21, -0.06, -0.16, -0.21, -0.21, -0.11, 0.10, 0.08, 0.09, 0.13, 0.11, 0.14, 0.13, 0.07, 0.11, 0.12, 0.11, 0.13, 0.09, 0.07, 0.09], "energy_ev": -142862.8109, "homo_energy_ev": -9.495, "charge": 1, "gap_ev": 6.79}


Entry 2:
{"formula": "C3H5P", "method": "ωB97M-V/def2-TZVPD", "symbols": ["C", "P", "C", "C", "H", "H", "H", "H", "H"], "coordinates": [[2.417, 0.167, 0.674], [1.193, 0.082, -0.532], [-0.328, -0.093, 0.071], [-1.573, 0.713, 0.169], [3.474, 0.176, 0.396], [2.046, 0.828, 1.453], [-1.359, 1.721, 0.368], [-2.206, 0.400, 0.944], [-2.245, 0.564, -0.736]], "forces_ev_per_angstrom": [[-0.80, 0.61, -0.90], [0.77, -0.59, 0.42], [-0.53, 0.70, 0.26], [0.07, -1.43, -2.02], [-0.55, 0.06, -0.04], [0.58, -0.45, 0.53], [0.20, 1.64, -0.26], [-0.75, -0.94, 1.32], [1.01, 0.40, 0.69]], "lowdin_charge": [-0.37, 0.80, -0.36, -0.20, -0.03, -0.03, 0.04, 0.04, 0.11], "energy_ev": -12475.5549, "relative_energy_kj_mol": 297.5, "homo_energy_ev": [-7.837, -7.970], "gap_ev": [6.63, 7.07], "smiles": "C=P#CC"}